# C50H65CsN7O2SbSi2

C50H65CsN7O2SbSi2 as an isolated structure in a non-equilibrium geometry (wB97M-V/def2-TZVPD, the OMol25 dataset).

Positions of all 128 atoms, in Å:
Cs1 -0.138 0.862 0.482
N1 -0.400 0.174 -2.514
C1 -1.319 0.553 -3.584
C2 -2.603 1.120 -2.973
N2 -2.347 2.125 -1.961
C3 -1.854 3.388 -2.494
C4 -0.325 3.493 -2.632
N3 0.314 2.866 -1.492
C5 -3.453 2.355 -1.037
C6 -3.946 1.148 -0.240
N4 -2.844 0.507 0.464
H1 -0.247 1.011 -1.937
H2 0.516 -0.032 -2.906
H3 -1.590 -0.335 -4.162
H4 -0.893 1.280 -4.291
H5 -3.125 0.288 -2.502
H6 -3.241 1.510 -3.790
H7 -2.157 4.179 -1.805
H8 -2.314 3.607 -3.475
H9 -0.096 4.564 -2.750
H10 0.035 3.004 -3.541
H11 -0.060 3.236 -0.618
H12 1.319 3.016 -1.499
H13 -4.330 2.794 -1.555
H14 -3.092 3.078 -0.303
H15 -4.437 0.414 -0.886
H16 -4.720 1.541 0.437
H17 -3.189 -0.103 1.200
H18 -2.316 1.238 0.942
O1 -1.147 3.085 1.105
C7 -1.782 3.667 2.051
C8 -2.403 4.936 1.854
C9 -3.151 5.566 2.824
C10 -3.343 4.969 4.069
C11 -2.746 3.744 4.308
C12 -1.961 3.089 3.358
C13 -1.376 1.814 3.738
N5 -0.539 1.166 3.028
N6 0.031 0.057 3.558
C14 0.257 -1.002 2.823
O2 -0.154 -1.253 1.642
C15 1.066 -2.039 3.555
C16 1.568 -3.132 2.856
C17 2.275 -4.129 3.512
C18 2.493 -4.045 4.879
C19 2.021 -2.942 5.581
C20 1.314 -1.948 4.926
H19 -2.273 5.398 0.880
H20 -3.605 6.530 2.614
H21 -3.954 5.446 4.826
H22 -2.880 3.266 5.275
H23 -1.699 1.414 4.710
H24 1.411 -3.181 1.785
H25 2.655 -4.976 2.953
H26 3.035 -4.829 5.396
H27 2.201 -2.860 6.647
H28 0.947 -1.080 5.453
C21 4.222 -0.547 2.042
Si1 4.142 0.059 0.240
C22 5.945 -0.115 -0.401
C23 3.155 -1.315 -0.615
C24 3.594 1.816 -0.023
C25 3.369 2.225 -1.356
C26 3.309 3.603 -1.764
C27 2.995 3.949 -3.051
C28 2.742 2.953 -4.005
C29 2.915 1.646 -3.575
N7 3.221 1.279 -2.343
Si2 3.462 3.042 1.344
C30 5.001 4.187 1.547
C31 3.244 2.318 3.085
C32 1.960 4.219 1.224
H29 4.515 -1.599 2.067
H30 3.244 -0.471 2.524
H31 4.937 0.010 2.651
H32 6.342 -1.131 -0.310
H33 6.613 0.563 0.136
H34 5.977 0.167 -1.457
H35 3.679 -2.276 -0.604
H36 2.969 -1.032 -1.649
H37 2.196 -1.418 -0.112
H38 3.551 4.376 -1.046
H39 2.969 4.994 -3.344
H40 2.473 3.195 -5.025
H41 2.812 0.830 -4.293
H42 5.919 3.598 1.465
H43 5.006 4.687 2.520
H44 5.048 4.961 0.775
H45 4.148 1.827 3.450
H46 2.433 1.586 3.108
H47 2.995 3.118 3.785
H48 1.839 4.663 0.235
H49 2.042 5.036 1.947
H50 1.044 3.665 1.450
C33 -3.448 -5.714 2.248
C34 -4.103 -5.406 1.064
C35 -3.598 -4.420 0.223
C36 -2.440 -3.718 0.552
C37 -1.803 -4.031 1.753
C38 -2.295 -5.022 2.590
Sb1 -1.440 -2.224 -0.704
C39 -0.272 -3.846 -1.615
C40 -0.712 -5.166 -1.684
C41 0.041 -6.138 -2.328
C42 1.251 -5.805 -2.923
C43 1.701 -4.495 -2.865
C44 0.944 -3.528 -2.216
C45 -2.882 -2.473 -2.344
C46 -4.227 -2.155 -2.155
C47 -5.138 -2.188 -3.202
C48 -4.714 -2.535 -4.477
C49 -3.376 -2.835 -4.692
C50 -2.475 -2.797 -3.636
H51 -3.835 -6.491 2.897
H52 -5.006 -5.940 0.787
H53 -4.112 -4.214 -0.707
H54 -0.913 -3.481 2.034
H55 -1.775 -5.255 3.512
H56 -1.655 -5.447 -1.232
H57 -0.318 -7.161 -2.368
H58 1.837 -6.564 -3.428
H59 2.645 -4.224 -3.325
H60 1.310 -2.509 -2.166
H61 -4.569 -1.872 -1.164
H62 -6.179 -1.937 -3.030
H63 -5.421 -2.567 -5.299
H64 -3.035 -3.093 -5.688
H65 -1.431 -3.025 -3.823

The value obtained for the electronic energy is -3317.4510 a.u. The calculation puts the LUMO energy at 0.131 Eh. Its energy above the lowest of the compared OMol25 structures with the same formula, charge and spin is 202.7 kJ/mol. Its charge is -2.

These are the Mulliken partial charges, in e, on atoms 1 to 4: 1.892, 1.097, -1.023, 0.325

=====

# C50H72BBrIN5O8S3

A 3-piece molecular cluster, C50H72BBrIN5O8S3 overall in a non-equilibrium geometry (wB97M-V/def2-TZVPD, the OMol25 dataset).

Positions of all 141 atoms, in Å:
C1 -6.373 3.588 2.690
C2 -6.489 2.952 1.688
C3 -6.680 1.930 0.582
C4 -5.643 0.802 0.840
C5 -4.451 0.690 0.079
C6 -4.217 1.747 -1.032
O1 -4.106 3.029 -0.389
C7 -2.748 3.304 -0.090
C8 -2.522 4.683 0.590
O2 -3.716 5.282 1.069
C9 -3.420 6.174 2.131
C10 -4.652 7.139 2.366
O3 -5.517 6.996 1.256
C11 -6.835 7.467 1.525
C12 -7.932 6.398 1.211
C13 -3.556 -0.370 0.385
C14 -2.261 -0.496 -0.450
C15 -2.560 -0.829 -1.953
C16 -1.399 -0.396 -2.905
S1 -1.755 1.189 -3.777
C17 -0.204 1.652 -4.540
S2 0.176 1.187 -6.124
N1 0.760 2.402 -3.804
C18 0.857 2.423 -2.434
C19 1.927 3.278 -2.132
N2 2.450 3.728 -3.330
C20 1.752 3.219 -4.317
C21 -3.822 -1.276 1.454
C22 -5.005 -1.089 2.195
C23 -5.964 -0.075 1.917
C24 -7.251 0.066 2.719
C25 -8.481 -0.443 1.892
O4 -8.466 -1.390 1.196
I1 -10.342 0.710 2.042
S3 -5.332 -2.198 3.591
C26 -4.433 -3.676 3.056
C27 -4.897 -4.913 3.558
C28 -4.205 -6.075 3.158
C29 -3.124 -5.954 2.254
Br1 -2.212 -7.582 1.710
C30 -2.682 -4.708 1.764
C31 -3.340 -3.521 2.186
N3 -2.809 -2.279 1.684
C32 -1.860 -1.736 2.730
B1 -0.308 -1.946 2.342
O5 0.140 -3.104 1.704
O6 0.611 -0.953 2.700
H1 -6.365 3.957 3.707
H2 -7.717 1.547 0.598
H3 -6.540 2.416 -0.397
H4 -3.279 1.577 -1.584
H5 -5.119 1.784 -1.663
H6 -2.118 3.273 -1.014
H7 -2.374 2.463 0.544
H8 -1.854 4.499 1.465
H9 -2.037 5.382 -0.121
H10 -3.166 5.606 3.052
H11 -2.532 6.802 1.879
H12 -4.298 8.193 2.458
H13 -5.140 6.880 3.328
H14 -6.944 7.783 2.583
H15 -7.028 8.341 0.868
H16 -7.455 5.580 0.637
H17 -8.319 6.027 2.180
H18 -8.784 6.793 0.631
H19 -1.716 0.473 -0.401
H20 -1.605 -1.301 -0.073
H21 -2.662 -1.928 -2.076
H22 -3.527 -0.406 -2.290
H23 -0.508 -0.223 -2.268
H24 -1.187 -1.180 -3.656
H25 0.210 1.850 -1.769
H26 2.304 3.525 -1.135
H27 1.886 3.374 -5.390
H28 -7.254 -0.523 3.655
H29 -7.487 1.109 2.996
H30 -5.742 -4.916 4.258
H31 -4.521 -7.046 3.557
H32 -1.836 -4.677 1.066
H33 -2.090 -2.206 3.714
H34 -2.022 -0.645 2.835
H35 0.189 -3.011 0.744
H36 0.553 -0.170 2.137
C33 8.358 3.458 -1.265
C34 7.213 3.519 -0.218
C35 7.695 3.020 1.155
C36 7.753 1.501 1.300
C37 6.455 0.858 0.824
C38 6.086 1.280 -0.602
N4 6.040 2.764 -0.745
O7 4.963 3.196 -0.140
C39 7.104 0.663 -1.582
C40 4.754 0.633 -0.998
C41 6.918 5.021 -0.064
H37 7.997 3.133 -2.242
H38 8.809 4.436 -1.436
H39 9.164 2.789 -0.959
H40 7.026 3.402 1.934
H41 8.681 3.439 1.370
H42 8.609 1.098 0.751
H43 7.923 1.245 2.349
H44 6.548 -0.230 0.879
H45 5.649 1.125 1.517
H46 6.892 0.966 -2.609
H47 7.052 -0.427 -1.543
H48 8.138 0.918 -1.361
H49 3.940 0.898 -0.322
H50 4.840 -0.455 -0.975
H51 4.465 0.921 -2.011
H52 6.536 5.449 -0.993
H53 7.831 5.557 0.201
H54 6.198 5.225 0.729
C42 4.872 -6.135 -2.688
C43 3.695 -5.131 -2.558
C44 3.997 -4.061 -1.495
C45 3.778 -4.511 -0.052
C46 2.418 -5.182 0.110
C47 2.215 -6.331 -0.883
N5 2.440 -5.892 -2.291
O8 1.420 -5.153 -2.654
C48 3.165 -7.486 -0.505
C49 0.817 -6.928 -0.692
C50 3.660 -4.408 -3.916
H55 4.519 -7.157 -2.831
H56 5.498 -5.923 -3.555
H57 5.528 -6.120 -1.815
H58 3.361 -3.186 -1.670
H59 5.027 -3.713 -1.609
H60 4.580 -5.183 0.264
H61 3.836 -3.643 0.610
H62 2.314 -5.549 1.133
H63 1.632 -4.430 -0.019
H64 3.072 -8.315 -1.209
H65 2.920 -7.867 0.487
H66 4.213 -7.197 -0.461
H67 0.022 -6.194 -0.826
H68 0.707 -7.325 0.318
H69 0.643 -7.750 -1.389
H70 3.416 -5.097 -4.728
H71 4.636 -3.969 -4.131
H72 2.941 -3.588 -3.934

The value obtained for the electronic energy is -6914.9932 a.u. The calculation puts the LUMO energy at -0.048 Eh. Its energy above the lowest of the compared OMol25 structures with the same formula, charge and spin is 0.0 kJ/mol. Its multiplicity is 3.

These are the Mulliken partial charges, in e, on atoms 1 to 4: 0.322, -0.692, -1.141, 0.609

=====

What is the energy above the lowest of the compared OMol25 structures with the same formula, charge and spin in the second record? 0.0 kJ/mol